No. 1
# C31H42F18O14P

A 7-piece molecular cluster, C31H42F18O14P overall (the ωB97M-V functional and the def2-TZVPD basis, OMol25).

Results
* frontier orbital gap: 0.16627 Eh
* LUMO energy: 1.4 eV
* total charge: -1

Cartesian coordinates (Å):
1 O -1.02 7.37 4.27
2 O -1.33 6.61 3.10
3 C -2.77 6.57 3.05
4 P -3.50 5.07 4.07
5 C -5.27 5.86 3.85
6 C -6.21 5.28 3.00
7 C -7.47 5.87 2.87
8 C -7.79 7.04 3.55
9 C -6.85 7.64 4.39
10 C -5.61 7.03 4.53
11 H -0.11 7.64 4.13
12 H -3.10 6.49 2.01
13 H -3.09 7.53 3.46
14 H -3.72 4.32 2.78
15 H -2.17 4.47 4.13
16 H -3.30 5.79 5.33
17 H -4.07 3.95 4.77
18 H -5.97 4.38 2.44
19 H -8.21 5.41 2.23
20 H -8.75 7.51 3.43
21 H -7.06 8.56 4.92
22 H -4.84 7.46 5.17
23 C -0.70 -0.18 0.46
24 C -0.38 -0.85 1.79
25 O -0.35 0.11 2.85
26 C -1.54 0.44 3.37
27 O -2.59 0.00 3.03
28 C -1.34 1.45 4.52
29 F -0.45 2.38 4.19
30 F -0.88 0.81 5.62
31 F -2.48 2.03 4.83
32 H 0.01 0.63 0.27
33 H -0.65 -0.90 -0.34
34 H -1.70 0.26 0.48
35 H 0.61 -1.29 1.76
36 H -1.10 -1.64 2.01
37 C -5.95 1.32 10.81
38 C -5.04 2.50 10.57
39 O -4.94 2.80 9.17
40 C -5.93 3.54 8.66
41 O -6.87 3.96 9.27
42 C -5.66 3.81 7.17
43 F -5.26 2.69 6.56
44 F -4.71 4.74 7.07
45 F -6.76 4.24 6.56
46 H -5.62 0.46 10.23
47 H -5.96 1.05 11.87
48 H -6.97 1.54 10.51
49 H -4.03 2.28 10.90
50 H -5.38 3.38 11.12
51 C 1.79 -2.47 -5.87
52 C 1.18 -1.38 -5.00
53 O 1.22 -1.75 -3.61
54 C 2.36 -1.52 -2.98
55 O 3.35 -1.04 -3.44
56 C 2.22 -1.92 -1.50
57 F 1.61 -3.10 -1.36
58 F 1.50 -1.01 -0.83
59 F 3.42 -2.01 -0.92
60 H 1.31 -3.42 -5.67
61 H 1.69 -2.22 -6.92
62 H 2.85 -2.59 -5.64
63 H 0.13 -1.26 -5.25
64 H 1.67 -0.42 -5.15
65 C -1.47 -7.62 -9.96
66 C -1.79 -7.52 -8.48
67 O -1.10 -6.40 -7.89
68 C -1.68 -5.22 -8.03
69 O -2.71 -4.99 -8.60
70 C -0.86 -4.15 -7.29
71 F 0.46 -4.29 -7.53
72 F -1.05 -4.24 -5.97
73 F -1.21 -2.92 -7.67
74 H -0.39 -7.67 -10.11
75 H -1.93 -8.52 -10.38
76 H -1.84 -6.75 -10.50
77 H -1.44 -8.40 -7.95
78 H -2.86 -7.44 -8.31
79 C 5.56 -3.80 -1.01
80 C 6.84 -4.61 -1.01
81 O 6.56 -6.02 -0.84
82 C 6.22 -6.68 -1.94
83 O 6.12 -6.23 -3.04
84 C 6.01 -8.17 -1.60
85 F 5.31 -8.32 -0.47
86 F 7.19 -8.78 -1.43
87 F 5.36 -8.79 -2.58
88 H 4.99 -4.00 -0.10
89 H 5.79 -2.74 -1.06
90 H 4.93 -4.06 -1.86
91 H 7.47 -4.33 -0.17
92 H 7.42 -4.45 -1.92
93 C 5.87 0.53 -2.50
94 C 5.92 1.06 -3.91
95 O 7.21 1.63 -4.22
96 C 8.15 0.77 -4.58
97 O 8.04 -0.42 -4.68
98 C 9.44 1.53 -4.91
99 F 9.71 2.48 -4.00
100 F 9.33 2.13 -6.11
101 F 10.49 0.71 -4.96
102 H 6.15 1.31 -1.79
103 H 4.87 0.18 -2.26
104 H 6.56 -0.30 -2.37
105 H 5.20 1.87 -4.04
106 H 5.66 0.29 -4.64

Atomic partial charges in e from the Mulliken method, atoms 1 to 5: number 1, O, carries -0.346; number 2, O, carries -0.234; number 3, C, carries -0.815; number 4, P, carries 1.181; number 5, C, carries 0.163

No. 2
# C31H42IrNS4Sb

C31H42IrNS4Sb as an isolated structure in a non-equilibrium geometry (the ωB97M-V functional and the def2-TZVPD basis, OMol25).

Results
* frontier orbital gap (alpha / beta): 0.27239 / 0.19363 Eh
* multiplicity: 6
* LUMO energy (alpha / beta): -4.9 / -8.2 eV
* total charge: +2

Cartesian coordinates (Å):
1 Ir 0.00 -0.55 0.18
2 S 0.53 1.75 0.95
3 C 1.84 1.58 2.07
4 C 2.26 2.74 2.74
5 C 3.31 2.69 3.63
6 C 3.97 1.50 3.88
7 C 3.56 0.34 3.23
8 C 2.50 0.37 2.35
9 S 2.05 -1.19 1.58
10 C 1.16 -2.01 2.96
11 C -0.34 -2.05 2.90
12 C -1.00 -2.93 3.76
13 C -2.38 -2.96 3.75
14 C -3.07 -2.07 2.94
15 C -2.36 -1.19 2.14
16 C -3.08 -0.13 1.37
17 S -2.54 0.13 -0.37
18 C -3.16 -1.37 -1.15
19 C -4.52 -1.47 -1.37
20 C -5.04 -2.61 -1.97
21 C -4.19 -3.65 -2.34
22 C -2.83 -3.52 -2.16
23 C -2.29 -2.38 -1.57
24 S -0.56 -2.26 -1.44
25 N -1.02 -1.22 2.10
26 H 1.75 3.67 2.54
27 H 3.61 3.59 4.15
28 H 4.80 1.46 4.57
29 H 4.08 -0.59 3.40
30 H 1.47 -1.50 3.88
31 H 1.55 -3.03 2.98
32 H -0.43 -3.57 4.41
33 H -2.92 -3.66 4.38
34 H -4.15 -2.05 2.94
35 H -2.90 0.84 1.84
36 H -4.15 -0.33 1.34
37 H -5.17 -0.66 -1.09
38 H -6.10 -2.69 -2.15
39 H -4.59 -4.54 -2.78
40 H -2.16 -4.31 -2.47
41 C -0.54 0.34 -6.64
42 C -1.07 -0.43 -5.46
43 C -2.58 -0.40 -5.42
44 C -0.53 -1.84 -5.42
45 Sb -0.36 0.59 -3.47
46 C 1.96 0.41 -3.22
47 C 2.60 0.78 -4.53
48 C 2.25 -1.03 -2.82
49 C 2.36 1.34 -2.10
50 C -1.12 2.82 -3.44
51 C -2.60 2.74 -3.14
52 C -0.40 3.54 -2.32
53 C -0.84 3.42 -4.80
54 H -0.80 -0.19 -7.56
55 H 0.55 0.43 -6.62
56 H -0.97 1.34 -6.71
57 H -2.98 -0.94 -6.28
58 H -2.96 0.62 -5.50
59 H -2.98 -0.86 -4.52
60 H -0.92 -2.40 -6.28
61 H -0.84 -2.38 -4.52
62 H 0.55 -1.85 -5.49
63 H 2.36 0.06 -5.31
64 H 3.68 0.79 -4.41
65 H 2.29 1.78 -4.86
66 H 1.80 -1.75 -3.50
67 H 1.88 -1.23 -1.81
68 H 3.33 -1.19 -2.82
69 H 2.26 2.38 -2.38
70 H 3.40 1.16 -1.83
71 H 1.75 1.15 -1.21
72 H -2.78 2.36 -2.14
73 H -3.14 2.13 -3.86
74 H -3.02 3.75 -3.20
75 H -0.43 2.97 -1.39
76 H -0.90 4.49 -2.13
77 H 0.63 3.77 -2.58
78 H -1.48 2.98 -5.56
79 H 0.20 3.31 -5.10
80 H -1.06 4.49 -4.77

Atomic partial charges in e from the Mulliken method, atoms 1 to 5: number 1, Ir, carries 1.322; number 2, S, carries -0.237; number 3, C, carries 0.904; number 4, C, carries -0.607; number 5, C, carries -0.708

No. 3
# C31H42N3PSn

C31H42N3PSn as an isolated structure in a non-equilibrium geometry (the ωB97M-V functional and the def2-TZVPD basis, OMol25).

Results
* frontier orbital gap (alpha / beta): 0.07721 / 0.14071 Eh
* LUMO energy (alpha / beta): 4.6 / 4.6 eV
* total charge: -2

Cartesian coordinates (Å):
1 Sn -0.46 0.29 0.89
2 N -2.38 1.30 1.83
3 N -2.08 1.42 -1.36
4 C 0.49 -2.99 0.22
5 C -0.90 -3.17 -0.05
6 C -1.60 -3.10 1.20
7 C -3.06 -3.13 1.38
8 H -3.57 -3.29 0.42
9 H -3.45 -2.19 1.81
10 H -3.35 -3.94 2.05
11 C -0.64 -2.90 2.23
12 C -0.95 -2.74 3.67
13 H -1.26 -3.71 4.10
14 H -1.79 -2.05 3.83
15 H -0.09 -2.38 4.24
16 C 0.66 -2.86 1.63
17 C 1.95 -2.69 2.34
18 H 1.85 -2.02 3.20
19 H 2.71 -2.28 1.67
20 H 2.32 -3.65 2.70
21 C -1.55 -3.29 -1.37
22 H -2.41 -3.96 -1.30
23 H -0.86 -3.71 -2.11
24 H -1.92 -2.32 -1.74
25 C 1.58 -2.89 -0.78
26 H 2.09 -1.91 -0.73
27 H 1.20 -3.00 -1.80
28 H 2.34 -3.66 -0.61
29 C -2.68 1.71 3.08
30 H -2.24 1.13 3.90
31 C -3.51 2.79 3.33
32 H -3.74 3.05 4.36
33 C -4.05 3.51 2.26
34 H -4.64 4.41 2.43
35 C -3.85 3.03 0.98
36 H -4.25 3.51 0.08
37 C -3.11 1.83 0.80
38 C -3.06 1.15 -0.45
39 H -3.68 0.27 -0.64
40 C -0.72 1.23 -1.13
41 C -2.28 1.90 -2.66
42 H -3.26 2.21 -2.98
43 C -1.11 1.81 -3.29
44 H -0.88 2.03 -4.30
45 N -0.18 1.26 -2.40
46 C 1.04 0.66 -2.85
47 C 0.98 -0.35 -3.82
48 C 2.18 -0.90 -4.29
49 H 2.14 -1.69 -5.04
50 C 3.42 -0.44 -3.84
51 C 4.71 -0.98 -4.39
52 H 5.24 -1.59 -3.64
53 H 5.38 -0.16 -4.69
54 H 4.52 -1.61 -5.27
55 C 3.45 0.54 -2.84
56 H 4.41 0.89 -2.45
57 C 2.27 1.13 -2.37
58 C 2.30 2.28 -1.40
59 H 1.91 3.21 -1.84
60 H 3.34 2.47 -1.11
61 H 1.70 2.06 -0.51
62 C -0.31 -0.89 -4.36
63 H -0.85 -0.15 -4.96
64 H -0.98 -1.26 -3.57
65 H -0.08 -1.74 -5.01
66 C 2.69 2.03 2.27
67 P 0.88 1.99 2.39
68 C 0.54 1.69 4.15
69 C 0.30 3.69 2.08
70 H 3.10 1.12 2.73
71 H 3.06 2.91 2.82
72 H 3.02 2.09 1.23
73 H 1.23 0.92 4.54
74 H 0.68 2.63 4.71
75 H -0.48 1.34 4.32
76 H 0.91 4.37 2.69
77 H 0.41 3.94 1.02
78 H -0.76 3.80 2.36

Atomic partial charges in e from the Mulliken method, atoms 1 to 5: number 1, Sn, carries 0.528; number 2, N, carries 0.599; number 3, N, carries 0.646; number 4, C, carries 0.567; number 5, C, carries 0.311